Record 1
Molecular formula: C4H13NO2
Method: DFT, the ωB97M-V functional and the def2-TZVPD basis

## Properties
highest occupied orbital energy = -0.3372 hartree
net charge = 0
max |F| = 4.69 eV/A
LUMO level = 0.68 eV
SMILES = C[C@@H](O)CCN.O
energy above the lowest of the compared OMol25 structures with the same formula, charge and spin = 1.4036 eV

The geometry in XYZ format:
```
20
Properties=species:S:1:pos:R:3:mulliken_charge:R:1
C -0.83159 -0.96106 -0.16236 -0.952
C -0.23775 -0.50220 1.19813 0.348
C -1.40935 0.15281 1.95812 -1.158
O 0.42830 -1.43420 1.96567 -0.556
C 0.23358 -1.46039 -1.24044 -0.644
N 1.16122 -0.32684 -1.45225 -0.436
H -1.40258 -0.10531 -0.70297 0.332
H -1.53408 -1.73346 -0.10210 0.487
H 0.46558 0.28314 0.87982 0.283
H -2.25774 -0.63478 2.13846 0.271
H -0.99195 0.54557 2.87143 0.340
H -1.86344 0.93849 1.30197 0.321
H -0.07638 -2.29466 2.17337 0.346
H -0.32724 -1.73169 -2.06413 0.357
H 0.76798 -2.27790 -0.70085 0.335
H 0.78710 0.40453 -2.04861 0.162
H 2.08569 -0.56888 -1.70516 0.167
H 2.06201 3.55652 -0.91629 0.317
H 1.36027 3.86408 -2.08789 0.295
O 1.58038 4.28622 -1.30393 -0.615
```


Record 2
Molecular formula: C4H13NO2
Method: DFT, the ωB97M-V functional and the def2-TZVPD basis

## Properties
highest occupied orbital energy = -0.3359 hartree
net charge = 0
max |F| = 1.51 eV/A
LUMO level = 0.75 eV
SMILES = CN[C@H](C)CO.O
energy above the lowest of the compared OMol25 structures with the same formula, charge and spin = 0.8451 eV

The geometry in XYZ format:
```
20
Properties=species:S:1:pos:R:3:mulliken_charge:R:1
C -0.85478 1.44806 0.27615 -0.771
N 0.50104 1.37641 -0.21597 -0.379
C -0.19851 -0.10279 -2.15897 -1.490
C 0.84373 0.25247 -1.08965 0.343
C 1.03557 -0.97233 -0.20339 -0.571
O 2.06098 -0.74990 0.75312 -0.563
H -1.12063 2.44059 0.62914 0.425
H -1.01789 0.76144 1.11805 0.090
H -1.63511 1.09217 -0.40422 0.264
H 0.72609 2.23896 -0.68866 0.253
H 0.25568 -0.83110 -2.84807 0.410
H -0.54435 0.74281 -2.73803 0.369
H -1.02756 -0.62829 -1.68578 0.377
H 1.79992 0.49795 -1.52816 0.361
H 0.11883 -1.10354 0.37599 0.126
H 1.37356 -1.82278 -0.78062 0.404
H 1.93869 0.14624 1.10540 0.343
H -2.48250 -1.85984 1.80232 0.314
H -1.78948 -0.71288 2.49681 0.334
O -2.66136 -1.00385 2.20924 -0.637
```


Record 3
Molecular formula: C4H13NO2
Method: DFT, the ωB97M-V functional and the def2-TZVPD basis

## Properties
highest occupied orbital energy = -0.3148 hartree
net charge = 0
max |F| = 1.73 eV/A
LUMO level = 0.53 eV
SMILES = CCNCCO.O
energy above the lowest of the compared OMol25 structures with the same formula, charge and spin = 1.2805 eV

The geometry in XYZ format:
```
20
Properties=species:S:1:pos:R:3:mulliken_charge:R:1
C 2.47329 -0.42802 0.03700 -0.906
C 1.33591 -1.43905 -0.30162 -0.576
N 0.00548 -0.94780 0.09696 -0.427
C -0.63885 0.03463 -0.75564 -0.433
C -2.10577 0.12499 -0.34404 -0.385
O -3.00392 0.26040 -1.46609 -0.545
H 2.08254 0.54073 0.31146 0.284
H 2.98887 -0.88269 0.88506 0.296
H 3.21063 -0.38390 -0.76938 0.281
H 1.25865 -1.63917 -1.35785 0.365
H 1.43268 -2.34983 0.28642 0.349
H 0.10561 -0.59959 1.03920 0.244
H -0.24549 1.06331 -0.73923 0.231
H -0.65810 -0.39276 -1.75502 0.469
H -2.36118 0.94365 0.35000 0.146
H -2.45112 -0.78201 0.12994 0.331
H -2.65937 0.84118 -2.14900 0.283
H -0.31021 2.12493 2.91578 0.301
H -0.47835 2.22635 1.47179 0.295
O 0.01872 1.68466 2.11426 -0.603
```


Record 4
Molecular formula: C4H13NO2
Method: DFT, the ωB97M-V functional and the def2-TZVPD basis

## Properties
highest occupied orbital energy = -0.3429 hartree
net charge = 0
max |F| = 1.17 eV/A
LUMO level = 0.54 eV
SMILES = C[C@H](O)[C@@H](C)N.O
energy above the lowest of the compared OMol25 structures with the same formula, charge and spin = 0.6225 eV

The geometry in XYZ format:
```
20
Properties=species:S:1:pos:R:3:mulliken_charge:R:1
C 1.14428 -1.39286 -0.29738 -1.556
C 0.67922 -0.30952 0.67128 0.624
C -0.79726 -0.49790 1.07970 0.121
C -1.17585 -1.88996 1.53776 -1.382
O -1.73601 -0.13798 0.03253 -0.599
N 0.89946 1.05742 0.16584 -0.648
H 2.11446 -1.10687 -0.70565 0.467
H 0.51986 -1.45031 -1.19362 0.281
H 1.31922 -2.30792 0.25309 0.393
H 1.21324 -0.42740 1.61591 0.175
H -1.00556 0.20700 1.89244 0.334
H -0.72412 -2.04270 2.51423 0.344
H -0.72683 -2.62582 0.88717 0.335
H -2.25060 -1.93972 1.59653 0.372
H -1.69964 0.81867 -0.05710 0.305
H 0.11518 1.39726 -0.38118 0.211
H 1.62592 0.97869 -0.52615 0.239
H 1.06109 1.85522 -2.95903 0.322
H 0.11418 3.03864 -2.86762 0.313
O 0.91073 2.67677 -2.46312 -0.649
```


Record 5
Molecular formula: C4H13NO2
Method: DFT, the ωB97M-V functional and the def2-TZVPD basis

## Properties
highest occupied orbital energy = -0.3381 hartree
net charge = 0
max |F| = 3.04 eV/A
LUMO level = 0.65 eV
SMILES = CNCCCO.O
energy above the lowest of the compared OMol25 structures with the same formula, charge and spin = 2.1381 eV

The geometry in XYZ format:
```
20
Properties=species:S:1:pos:R:3:mulliken_charge:R:1
C 0.26068 -0.58178 2.27140 -0.909
N 0.44091 -0.33015 0.84714 -0.355
C -0.49337 0.73936 0.34572 -0.484
C 0.16035 1.69622 -0.66418 -0.559
C 0.65641 1.01902 -1.94953 -0.532
O 2.07833 1.12544 -2.08992 -0.559
H 1.27108 -0.84900 2.69750 0.306
H 0.26659 0.35848 2.81712 0.389
H -0.45164 -1.36666 2.53523 0.250
H 0.14875 -1.19465 0.33830 0.218
H -1.29339 0.23542 -0.21479 0.258
H -0.98633 1.22769 1.25158 0.442
H -0.60514 2.47003 -0.86425 0.369
H 1.15013 1.97452 -0.19491 0.261
H 0.32881 1.67484 -2.79998 0.259
H 0.33367 0.06114 -2.34724 0.351
H 2.59065 0.50868 -1.55857 0.314
H -1.98747 -3.69268 -0.47197 0.312
H -1.66015 -2.29224 0.32993 0.329
O -2.20885 -2.78368 -0.27857 -0.660
```


Record 6
Molecular formula: C4H13NO2
Method: DFT, the ωB97M-V functional and the def2-TZVPD basis

## Properties
highest occupied orbital energy = -0.3423 hartree
net charge = 0
max |F| = 2.22 eV/A
LUMO level = 0.59 eV
SMILES = C[C@H](N)CCO.O
energy above the lowest of the compared OMol25 structures with the same formula, charge and spin = 1.5196 eV

The geometry in XYZ format:
```
20
Properties=species:S:1:pos:R:3:mulliken_charge:R:1
C -1.20869 -2.35713 0.43359 -1.251
C -0.41073 -1.16834 -0.18008 0.280
C 0.90770 -0.98695 0.70038 -0.906
C 1.60275 0.33347 0.36438 -0.399
O 0.88308 1.54317 0.58026 -0.525
N -0.06276 -1.50978 -1.56696 -0.645
H -0.88705 -2.25490 1.48683 0.318
H -0.71755 -3.30230 0.19008 0.331
H -2.24597 -2.50505 0.13304 0.318
H -0.90098 -0.20594 -0.01708 0.326
H 0.82403 -1.27148 1.75965 0.408
H 1.50507 -1.81416 0.27899 0.310
H 2.62447 0.41747 0.72365 0.419
H 1.57673 0.17139 -0.72980 0.139
H 1.36862 1.96210 1.30000 0.322
H 0.93726 -1.66472 -1.65690 0.273
H -0.27652 -0.72777 -2.17488 0.282
H -1.70468 5.54543 -1.19163 0.320
H -1.58416 4.74449 0.11145 0.318
O -2.23063 5.05100 -0.54500 -0.638
```


Record 7
Molecular formula: C4H13NO2
Method: DFT, the ωB97M-V functional and the def2-TZVPD basis

## Properties
highest occupied orbital energy = -0.3047 hartree
net charge = 0
max |F| = 0.62 eV/A
LUMO level = 0.69 eV
SMILES = C1CCNC1.O.O
energy above the lowest of the compared OMol25 structures with the same formula, charge and spin = 0.6353 eV

The geometry in XYZ format:
```
20
Properties=species:S:1:pos:R:3:mulliken_charge:R:1
C -0.28189 0.00617 1.04357 -0.556
N 0.97532 0.67856 1.39304 -0.436
C 2.09992 -0.14466 0.91906 -0.488
C 1.52251 -1.29039 0.04760 -0.534
C 0.04197 -0.90768 -0.14400 -0.506
H -1.02556 0.74221 0.75749 0.305
H -0.65072 -0.59189 1.88246 0.268
H 0.97284 1.58811 0.96235 0.280
H 2.61139 -0.61320 1.76461 0.230
H 2.79628 0.50103 0.39036 0.280
H 2.00733 -1.32431 -0.92985 0.265
H 1.64870 -2.25320 0.54343 0.311
H -0.60570 -1.78339 -0.22004 0.356
H -0.03415 -0.34525 -1.07678 0.245
H -0.11192 4.14508 0.04489 0.311
H -0.11549 4.28422 1.57497 0.299
O 0.19877 3.72385 0.85349 -0.630
H -4.56845 -2.53257 -3.67153 0.316
H -3.53334 -1.52147 -3.17742 0.316
O -3.94781 -2.36121 -2.95770 -0.632
```


Record 8
Molecular formula: C4H13NO2
Method: DFT, the ωB97M-V functional and the def2-TZVPD basis

## Properties
highest occupied orbital energy = -0.3321 hartree
net charge = 0
max |F| = 2.07 eV/A
LUMO level = 0.79 eV
SMILES = CNCCCO.O
energy above the lowest of the compared OMol25 structures with the same formula, charge and spin = 1.4748 eV

The geometry in XYZ format:
```
20
Properties=species:S:1:pos:R:3:mulliken_charge:R:1
C 1.09494 2.24969 -0.26824 -0.935
N 1.43858 0.92550 0.24639 -0.400
C 0.95402 -0.17078 -0.59961 -0.515
C 0.17667 -1.31891 0.00808 -0.713
C -0.89803 -0.99726 1.01821 -0.311
O -0.44051 -0.59676 2.31232 -0.571
H 1.46201 2.95348 0.48004 0.361
H 1.70089 2.50210 -1.14212 0.300
H 0.02820 2.36033 -0.47766 0.324
H 0.93852 0.74760 1.10790 0.339
H 0.43195 0.27847 -1.45355 0.330
H 1.81884 -0.65979 -1.09568 0.247
H -0.29340 -1.90122 -0.79231 0.387
H 0.79287 -2.02796 0.56291 0.361
H -1.49616 -1.88353 1.26766 0.298
H -1.55341 -0.18520 0.67856 0.236
H 0.43493 -0.80038 2.63896 0.317
H -1.25750 -0.03701 -1.68340 0.280
H -2.46730 0.54484 -2.34746 0.290
O -1.89085 -0.19672 -2.39090 -0.625
```


Record 9
Molecular formula: C4H13NO2
Method: DFT, the ωB97M-V functional and the def2-TZVPD basis

## Properties
highest occupied orbital energy = -0.3279 hartree
net charge = 0
max |F| = 4.93 eV/A
LUMO level = 0.58 eV
SMILES = C/C=C\CN.O.O
energy above the lowest of the compared OMol25 structures with the same formula, charge and spin = 3.5745 eV

The geometry in XYZ format:
```
20
Properties=species:S:1:pos:R:3:mulliken_charge:R:1
N -0.68595 -1.50821 -1.35220 -0.496
C -0.13651 -0.10115 -1.44449 -0.395
C 0.73016 2.18715 0.56647 -0.995
C -0.30452 0.96023 0.87355 -0.250
C -0.91262 0.50303 -0.19300 -0.623
H -1.15847 -1.48533 -0.44424 0.268
H 0.10175 -2.10987 -1.19723 0.260
H 0.91181 0.20109 -1.41858 0.309
H -0.53095 0.34923 -2.27916 0.214
H 1.81620 1.98769 0.71070 0.289
H 0.52036 3.03490 1.36895 0.272
H 0.69628 2.58343 -0.49682 0.325
H -0.70995 0.93316 1.81828 0.434
H -2.02957 0.39802 -0.16339 0.393
H -1.89773 -3.13145 -2.94631 0.325
H -2.57140 -3.73085 -4.08793 0.310
O -2.81976 -3.49125 -3.23088 -0.642
H 3.48622 0.52341 5.09495 0.310
H 2.29707 0.74112 4.36034 0.311
O 3.19759 1.15564 4.46099 -0.620
```


Record 10
Molecular formula: C4H13NO2
Method: DFT, the ωB97M-V functional and the def2-TZVPD basis

## Properties
highest occupied orbital energy = -0.3274 hartree
net charge = 0
max |F| = 2.32 eV/A
LUMO level = 0.90 eV
SMILES = CCNCCO.O
energy above the lowest of the compared OMol25 structures with the same formula, charge and spin = 1.4807 eV

The geometry in XYZ format:
```
20
Properties=species:S:1:pos:R:3:mulliken_charge:R:1
C -0.42701 1.87487 -1.37335 -1.247
C 0.26047 1.21445 -0.18857 0.043
N 1.06453 0.11688 -0.73516 -0.288
C 1.56019 -0.80382 0.25735 -0.613
C 0.58170 -1.99006 0.53666 -0.378
O -0.84141 -1.68542 0.35786 -0.567
H 0.29426 2.31175 -2.05941 0.344
H -1.12388 1.15602 -1.81948 0.280
H -1.13165 2.64645 -1.07035 0.402
H 0.85900 1.91632 0.38558 0.358
H -0.45167 0.75546 0.53402 -0.151
H 1.68309 0.19494 -1.52204 0.243
H 2.54276 -1.20202 -0.03084 0.404
H 1.65459 -0.32521 1.27189 0.235
H 0.61987 -2.31663 1.59606 0.313
H 0.64160 -2.82328 -0.23425 0.242
H -0.99145 -1.21898 -0.50640 0.286
H -2.13295 0.54957 2.16549 0.286
H -2.03665 -0.31359 0.84824 0.440
O -2.62538 -0.05771 1.58671 -0.633
```


Record 11
Molecular formula: C4H13NO2
Method: DFT, the ωB97M-V functional and the def2-TZVPD basis

## Properties
highest occupied orbital energy = -0.3018 hartree
net charge = 0
max |F| = 1.81 eV/A
LUMO level = 0.76 eV
SMILES = C/C=C/NC.O.O
energy above the lowest of the compared OMol25 structures with the same formula, charge and spin = 1.5904 eV

The geometry in XYZ format:
```
20
Properties=species:S:1:pos:R:3:mulliken_charge:R:1
C -1.38634 0.39262 -2.31640 -1.211
C -0.36633 0.35791 -1.20049 0.032
C 0.38880 -0.69892 -0.92662 -0.183
N 1.54315 -0.82259 -0.16610 -0.173
C 1.96752 -2.14601 0.27893 -0.840
H -1.35157 1.22932 -3.01117 0.350
H -2.32995 0.21302 -1.78494 0.253
H -1.32701 -0.45976 -2.99768 0.333
H -0.15791 1.36421 -0.83610 0.235
H 0.17294 -1.64686 -1.44686 0.102
H 2.16783 -0.04580 -0.24790 0.197
H 1.22185 -2.60817 0.93538 0.282
H 2.87286 -2.09323 0.87183 0.352
H 1.83917 -2.79192 -0.59534 0.309
H -1.09514 -0.50434 1.49430 0.319
H 0.33936 -0.52211 1.82700 0.298
O -0.46702 -0.02962 2.03375 -0.665
H -0.98372 1.88529 1.94623 0.352
H -0.73687 3.02299 1.00771 0.294
O -1.39828 2.66039 1.58508 -0.637
```


Record 12
Molecular formula: C4H13NO2
Method: DFT, the ωB97M-V functional and the def2-TZVPD basis

## Properties
highest occupied orbital energy = -0.3238 hartree
net charge = 0
max |F| = 2.50 eV/A
LUMO level = -2.71 eV
energy above the lowest of the compared OMol25 structures with the same formula, charge and spin = 7.0475 eV

The geometry in XYZ format:
```
20
Properties=species:S:1:pos:R:3:mulliken_charge:R:1
C -1.14209 1.39331 0.01854 -0.775
O -1.54995 0.36796 -0.74151 -0.645
C 0.36539 1.15250 0.53440 -1.009
C 0.41108 0.06298 1.60726 -0.659
C 0.27174 -1.39957 1.12720 -0.563
N 1.33072 -1.78214 0.16638 -0.575
H -1.74934 1.51016 0.95511 0.347
H -1.44826 2.35879 -0.48030 0.478
H 0.26584 2.21800 -0.95063 0.519
H 0.62538 2.15248 0.93074 0.411
H 0.94094 0.78804 -0.32256 0.671
H -0.45092 0.10466 2.27377 0.286
H 1.30668 0.22454 2.24435 0.360
H 0.43213 -2.08939 1.96466 0.460
H -0.79728 -1.55964 0.87152 0.204
H 1.16169 -1.29928 -0.72028 0.254
H 1.43721 -2.78570 0.10081 0.232
H 0.16125 -0.22923 -3.11634 0.242
H -0.58546 0.24779 -1.61957 0.452
O 0.31513 0.11560 -2.23435 -0.691
```